Entry 1:
119
Properties=species:S:1:pos:R:3 method="wB97M-V/def2-TZVPD" orbital_gap_ev="6.73 / 6.49" e_homo_ev="-5.6 / -5.6" total_energy_ev=-193075.993 total_charge=-1 spin_multiplicity=1 lumo_ev="1.110 / 0.917"
Rh 0.78 0.35 0.21
S 2.35 -0.38 1.82
C 3.35 -0.80 0.48
S 2.61 -0.20 -0.97
C 4.50 -1.55 0.52
C 5.00 -2.07 1.75
N 5.40 -2.49 2.75
C 5.19 -1.89 -0.68
N 5.73 -2.16 -1.66
C -0.43 -0.91 -4.82
C 0.33 0.39 -5.03
C 1.78 0.27 -4.61
O -0.36 1.49 -4.41
P -0.25 2.09 -2.92
S 1.37 3.05 -2.53
S -0.69 0.54 -1.66
O -1.48 3.10 -2.97
C -2.84 2.97 -3.43
C -2.92 2.96 -4.94
C -3.58 1.80 -2.81
H -0.04 -1.67 -5.49
H -1.50 -0.77 -5.02
H -0.32 -1.25 -3.79
H 0.28 0.65 -6.09
H 1.87 0.00 -3.56
H 2.32 1.21 -4.75
H 2.26 -0.51 -5.21
H -3.28 3.90 -3.06
H -2.54 2.03 -5.35
H -2.35 3.79 -5.36
H -3.97 3.07 -5.24
H -3.25 0.85 -3.22
H -4.65 1.92 -3.02
H -3.45 1.77 -1.73
C -3.06 4.62 1.79
C -1.62 4.75 1.31
C -1.17 6.20 1.34
C -1.47 4.16 -0.09
O -0.83 4.01 2.25
Si 0.64 3.30 2.04
O 0.44 1.92 1.25
O 1.61 4.41 1.34
C 3.04 4.43 1.17
C 3.65 5.04 2.43
C 3.58 3.03 0.93
C 3.30 5.32 -0.04
O 1.25 3.03 3.54
C 0.64 2.43 4.68
C -0.33 1.33 4.29
C 1.78 1.85 5.51
C -0.09 3.53 5.46
H -3.73 5.23 1.18
H -3.14 4.96 2.83
H -3.38 3.58 1.74
H -1.74 6.79 0.62
H -0.11 6.27 1.09
H -1.32 6.63 2.33
H -2.16 4.64 -0.78
H -1.67 3.09 -0.07
H -0.46 4.30 -0.48
H 3.36 4.45 3.30
H 3.29 6.06 2.56
H 4.74 5.06 2.36
H 3.44 2.40 1.81
H 4.66 3.08 0.72
H 3.08 2.57 0.08
H 2.87 6.31 0.13
H 2.84 4.89 -0.93
H 4.37 5.43 -0.20
H 0.17 0.59 3.66
H -1.18 1.74 3.73
H -0.72 0.83 5.18
H 2.29 1.06 4.95
H 1.41 1.44 6.45
H 2.51 2.64 5.73
H -0.84 4.00 4.83
H 0.62 4.29 5.79
H -0.58 3.11 6.35
C 0.62 -3.82 -2.43
C 0.72 -4.52 -1.07
C 2.01 -4.00 -0.42
C 0.86 -6.04 -1.30
Si -0.82 -4.13 -0.02
Br -0.52 -1.99 0.74
C -0.95 -5.15 1.61
C 0.43 -5.35 2.25
C -1.81 -4.45 2.68
C -1.56 -6.53 1.33
C -2.46 -4.08 -1.02
C -3.66 -3.92 -0.09
C -2.50 -2.90 -2.01
C -2.64 -5.38 -1.83
H 1.57 -3.95 -2.96
H 0.45 -2.75 -2.32
H -0.17 -4.24 -3.07
H 2.86 -4.27 -1.05
H 2.20 -4.40 0.58
H 1.99 -2.91 -0.35
H 1.71 -6.21 -1.97
H -0.02 -6.47 -1.78
H 1.06 -6.59 -0.38
H 0.92 -4.39 2.46
H 1.10 -5.96 1.65
H 0.29 -5.86 3.21
H -1.33 -3.55 3.05
H -1.93 -5.14 3.52
H -2.81 -4.18 2.34
H -1.04 -7.07 0.54
H -2.62 -6.46 1.06
H -1.50 -7.14 2.24
H -3.59 -3.02 0.52
H -3.80 -4.78 0.57
H -4.57 -3.83 -0.70
H -2.28 -1.95 -1.54
H -3.51 -2.84 -2.43
H -1.82 -3.03 -2.85
H -2.68 -6.27 -1.19
H -1.85 -5.52 -2.56
H -3.59 -5.32 -2.38

Entry 2:
116
Properties=species:S:1:pos:R:3 method="wB97M-V/def2-TZVPD" orbital_gap_ev=9.70 e_homo_ev=-9.7 total_energy_ev=-65005.004 total_charge=0 relative_energy_ev=6.813 spin_multiplicity=1 lumo_ev=0.046 smiles="CCOC(C)=O.CCOC(C)=O.CCOC(C)=O.CCOC(C)=O.CC(C)=O.CC(C)=O.CC(C)=O.CC(C)=O.CC(C)=O.CC(C)=O"
O 21.92 -69.48 54.85
C 22.36 -70.59 55.07
O 22.61 -71.55 54.24
C 22.37 -71.24 52.87
C 22.55 -72.57 52.00
C 22.59 -71.05 56.47
H 23.10 -70.43 52.58
H 21.42 -70.53 52.85
H 21.96 -73.35 52.39
H 23.59 -72.60 51.75
H 22.20 -72.16 51.14
H 23.57 -70.90 56.34
H 22.29 -71.94 56.64
H 22.26 -70.24 57.20
O 20.06 -65.28 58.63
C 20.90 -65.98 58.07
O 20.75 -67.12 57.57
C 19.50 -67.84 57.66
C 19.62 -69.18 56.93
C 22.37 -65.67 58.39
H 18.92 -67.40 57.18
H 19.39 -68.12 58.61
H 20.07 -69.03 55.85
H 18.51 -69.57 56.85
H 20.37 -69.77 57.57
H 22.48 -64.67 59.00
H 22.82 -65.26 57.31
H 22.96 -66.64 58.74
O 24.61 -64.80 49.15
C 24.12 -65.64 49.81
O 24.73 -66.81 50.27
C 26.08 -67.06 49.74
C 26.31 -68.64 50.07
C 22.73 -65.70 50.23
H 26.94 -66.51 50.07
H 26.16 -66.96 48.59
H 25.41 -69.21 50.06
H 26.78 -68.69 51.06
H 27.00 -69.12 49.42
H 22.25 -64.99 49.44
H 22.60 -65.19 51.17
H 22.25 -66.57 50.13
O 23.43 -62.25 58.60
C 22.81 -61.90 57.65
O 21.47 -61.80 57.58
C 20.72 -61.80 58.76
C 19.24 -61.43 58.38
C 23.53 -61.61 56.42
H 21.01 -61.12 59.63
H 20.85 -62.85 59.12
H 19.28 -60.36 58.00
H 18.67 -61.49 59.44
H 18.87 -61.98 57.59
H 23.96 -62.48 55.98
H 24.13 -60.88 56.58
H 22.95 -61.21 55.77
C 20.34 -62.22 50.06
C 18.98 -62.71 49.42
O 18.23 -61.80 48.96
C 18.56 -64.20 49.65
H 20.30 -62.25 51.15
H 20.41 -61.14 49.79
H 21.04 -62.70 49.55
H 19.25 -64.85 49.18
H 17.45 -64.42 49.30
H 18.49 -64.54 50.54
C 20.87 -63.90 55.05
C 20.47 -65.06 54.04
O 20.26 -64.76 52.77
C 20.37 -66.44 54.66
H 20.98 -62.89 54.64
H 21.98 -63.87 55.54
H 20.21 -63.80 56.07
H 19.96 -66.49 55.63
H 21.19 -67.02 54.97
H 19.86 -67.09 53.85
C 16.22 -63.87 54.74
C 16.73 -64.94 55.69
O 16.97 -66.25 55.27
C 16.86 -64.65 57.24
H 15.23 -63.64 54.94
H 16.50 -64.13 53.75
H 17.04 -63.07 54.99
H 16.75 -65.63 57.67
H 16.19 -63.93 57.70
H 17.93 -64.16 57.44
C 23.83 -68.86 56.47
C 25.31 -68.35 56.91
O 25.68 -68.31 58.21
C 26.11 -67.68 55.73
H 23.36 -69.32 57.40
H 23.85 -69.80 55.91
H 23.00 -68.04 56.39
H 25.31 -66.92 55.50
H 26.16 -68.38 54.83
H 26.86 -67.39 56.07
C 18.23 -59.39 55.12
C 19.08 -59.00 53.85
O 19.36 -57.73 53.74
C 19.50 -60.03 52.88
H 17.93 -58.47 55.76
H 18.57 -60.41 55.62
H 17.31 -59.72 54.78
H 18.71 -60.53 52.49
H 20.24 -60.57 53.13
H 20.10 -59.69 52.00
C 23.01 -67.39 52.40
C 22.32 -68.11 51.23
O 22.94 -68.86 50.34
C 20.81 -67.59 50.87
H 22.27 -67.27 53.29
H 23.37 -66.43 51.86
H 23.80 -68.24 52.75
H 20.65 -68.09 49.90
H 20.64 -66.45 50.83
H 20.25 -67.85 51.79